Record 1
ORCA calculation (ωB97M-V with the def2-TZVPD basis set) on 2 unconnected molecules or ions with the total composition C25H30NO7 in a non-equilibrium geometry.

```
63
C25H30NO7 ωB97M-V with the def2-TZVPD basis set
C -3.35173 -1.13490 2.66184
C -2.35600 -0.01947 2.47883
O -1.04640 -0.55023 2.75514
C -0.03976 0.30127 2.42537
C 1.17930 0.06439 3.24772
C 2.31645 -0.41402 2.48205
C 2.93031 -1.71344 2.96760
O 2.72312 0.22412 1.49866
O -0.15630 1.17181 1.57506
H -4.35761 -0.73318 2.53997
H -3.19912 -1.91182 1.90644
H -3.27777 -1.57633 3.65987
H -2.35644 0.36200 1.45065
H -2.53940 0.80194 3.18665
H 1.05963 -0.29812 4.26843
H 2.14771 -2.48860 2.96452
H 3.75470 -2.02614 2.31752
H 3.28517 -1.60240 4.00502
C -1.46917 5.03989 6.00417
C -1.18474 4.00762 7.08290
C -2.03740 4.25504 8.33043
O -1.48613 2.66493 6.62337
C -0.65180 2.14508 5.67967
O -0.95565 1.13170 5.08242
C 0.62262 2.87086 5.45793
C 1.36525 2.59586 4.36069
C 2.43629 3.43817 3.89653
C 2.59558 4.82488 4.19071
C 3.78741 5.48392 3.93631
C 4.88453 4.75704 3.38006
N 6.10564 5.34560 3.21070
C 6.22130 6.79176 3.22627
C 5.40261 7.38336 4.35718
C 3.94298 6.93535 4.26410
C 7.16037 4.68831 2.45502
C 7.16481 3.18585 2.66208
C 5.78943 2.60413 2.36332
C 4.68512 3.41152 2.96342
C 3.43727 2.85127 3.09848
C 1.13802 3.66339 6.61147
O 2.30234 3.90527 6.83190
O 0.18714 4.06038 7.51480
H -0.90488 4.84506 5.08267
H -2.54391 5.01155 5.78116
H -1.21636 6.03887 6.38789
H -1.82531 3.48592 9.07890
H -1.80391 5.23723 8.75358
H -3.09945 4.22195 8.06784
H 1.17472 1.64147 3.83367
H 1.77134 5.39345 4.62139
H 7.28473 7.04125 3.32867
H 5.86796 7.20137 2.25966
H 5.81978 7.08162 5.32428
H 5.46240 8.47150 4.30290
H 3.43924 7.52858 3.48432
H 3.42304 7.15043 5.20494
H 7.03922 4.92299 1.38026
H 8.11241 5.12582 2.78323
H 7.90854 2.73608 2.00235
H 7.44590 2.95260 3.69547
H 5.62392 2.53031 1.27676
H 5.72445 1.58000 2.75107
H 3.24213 1.88564 2.63310
```

Summary:
Kohn-Sham gap in eV: 5.63
2S+1: 1
Total charge: -1
Highest occupied orbital energy in eV: -3.07
Energy above the lowest of the compared OMol25 structures with the same formula, charge and spin in kcal per mole: 17.7
Strongest force on any atom in eV/A: 2.4
Energy in eV: -42235.406
Molar mass in g mol⁻¹: 456.51

=====

Record 2
ORCA calculation (ωB97M-V with the def2-TZVPD basis set) on a molecular structure, C25H31Br10INO3P in a non-equilibrium geometry.

```
72
C25H31Br10INO3P ωB97M-V with the def2-TZVPD basis set
N -3.52562 2.39307 -3.07284
C -3.84457 0.98495 -3.49075
C -3.19747 0.05183 -2.39058
C -3.99414 -0.30831 -1.20082
C -3.41679 -1.13063 -0.13259
C -2.04057 -1.57144 -0.30158
C -1.24756 -1.22467 -1.50351
C -1.80388 -0.41854 -2.57981
C 0.23082 -1.75755 -1.49221
O 0.74977 -2.32976 -2.41970
C 0.94013 -1.50729 -0.11012
C 2.27938 -0.93148 0.01467
C 2.79622 -0.70933 1.38599
C 2.01649 -1.09164 2.57345
C 0.67006 -1.66787 2.45030
P -0.44784 -2.16433 3.85752
O 0.60698 -3.00367 4.90551
I -1.30304 -0.23054 5.08660
C 0.14626 -1.85718 1.09195
C -1.30979 -2.40531 0.81285
O -1.79920 -3.35015 1.37314
H -3.85805 2.51747 -2.10991
H -2.50451 2.48674 -2.98735
H -3.35025 0.81883 -4.48495
H -4.95727 0.89855 -3.51924
H -5.04212 0.06354 -1.05618
H -3.95228 -1.43096 0.80162
H -1.19681 -0.17068 -3.48147
H 2.85869 -0.63711 -0.91511
H 3.80568 -0.23613 1.47731
H 2.45072 -0.90314 3.58446
H 0.00286 -3.47559 5.50998
Br 3.08976 1.70368 -6.07092
C 3.56945 2.37691 -4.30793
C 4.16928 1.29079 -3.45301
Br 2.79880 0.08082 -2.77392
H 2.67057 2.81566 -3.88099
H 4.29908 3.16511 -4.49345
H 4.63703 1.71848 -2.56601
H 4.89604 0.67848 -3.98237
Br 4.59667 6.02829 -3.79853
C 5.50694 6.41406 -5.47831
C 6.71057 5.52706 -5.66792
Br 8.20466 6.11352 -4.56506
H 5.74999 7.47395 -5.47042
H 4.76437 6.22188 -6.25314
H 7.07270 5.58886 -6.69393
H 6.52028 4.48588 -5.41659
Br -4.43485 -2.29987 4.03642
C -5.72558 -1.95735 5.45325
C -5.04803 -1.85631 6.79562
Br -4.55622 -3.61351 7.47739
H -6.46950 -2.74915 5.40406
H -6.19322 -1.00856 5.18887
H -5.73088 -1.44398 7.53856
H -4.13847 -1.25920 6.77229
Br -1.50647 2.93785 7.57281
C -1.58387 1.56277 8.95062
C -0.54715 1.79668 10.01879
Br 1.22826 1.27939 9.40806
H -1.47498 0.60358 8.44800
H -2.58802 1.63725 9.36897
H -0.74410 1.16746 10.88671
H -0.48411 2.83548 10.33504
Br -0.47823 -5.88708 -7.14117
C 0.80445 -5.07396 -5.91931
C 0.31184 -3.74494 -5.40897
Br 0.50567 -2.35141 -6.75745
H 1.75019 -5.00587 -6.45192
H 0.90402 -5.78505 -5.09910
H 0.91610 -3.41056 -4.56624
H -0.73534 -3.75876 -5.11544
```

Summary:
Kohn-Sham gap in eV: 7.61
2S+1: 1
Highest occupied orbital energy in eV: -8.29
Strongest force on any atom in eV/A: 3.1
Energy in eV: -751873.080
Molar mass in g mol⁻¹: 1350.44

=====

Record 3
ORCA calculation (ωB97M-V with the def2-TZVPD basis set) on a molecular structure, C25H31ClN2OOs in a non-equilibrium geometry.

```
61
C25H31ClN2OOs ωB97M-V with the def2-TZVPD basis set
C -1.64866 6.71080 -1.71072
C -2.89121 6.55142 -2.59479
C -1.96981 7.60827 -0.51014
C -0.50127 7.31631 -2.52782
Cl -1.14015 5.07355 -1.09530
H -2.27769 8.60016 -0.86226
H -1.09177 7.73961 0.13165
H -2.79207 7.19501 0.08421
H -3.21012 7.53436 -2.96291
H -3.72672 6.11994 -2.03281
H -2.68061 5.92300 -3.46715
H -0.79344 8.30744 -2.89601
H -0.26314 6.69571 -3.39872
H 0.39928 7.44079 -1.91665
C -1.26835 -0.52276 1.64592
C -1.13673 0.62546 2.46686
C -1.54616 1.76075 1.70572
H -0.75027 0.62935 3.47946
C -1.93141 1.30145 0.41554
C -1.74759 -0.10634 0.37972
H -1.90171 -0.75224 -0.47501
H -1.01811 -1.54439 1.91468
H -1.53056 2.79551 2.02703
H -2.25826 1.91401 -0.41578
C 2.16608 0.76912 -0.10523
C 2.21517 0.23203 1.20790
C 1.83450 1.25562 2.11277
H 2.46955 -0.79025 1.47167
C 1.54553 2.42895 1.36213
C 1.75722 2.12779 -0.01305
H 1.57495 2.78897 -0.85071
H 2.35513 0.22345 -1.02119
H 1.75408 1.14436 3.18881
H 1.19814 3.37596 1.76045
Os 0.17223 0.88955 0.80969
C 1.90113 -6.21345 0.07688
N 2.00278 -4.79488 -0.20975
N 0.90340 -4.01103 -0.26584
C 1.21453 -2.80149 -0.90021
O 0.38033 -1.90514 -1.14739
C 2.61676 -2.91590 -1.19756
C 3.03289 -4.16134 -0.82063
C 4.35115 -4.80799 -0.99114
C -0.31054 -4.32629 0.39307
C -0.30250 -4.87954 1.68026
C -1.51141 -5.18934 2.30397
C -2.72362 -4.87914 1.67093
C -2.72776 -4.27754 0.40585
C -1.52115 -4.00536 -0.23560
H 2.85972 -6.67018 -0.17691
H 1.11476 -6.69748 -0.51947
H 1.70897 -6.38871 1.13891
H 3.19790 -2.16605 -1.70310
H 4.70356 -5.26441 -0.05571
H 4.33962 -5.57592 -1.78015
H 5.07515 -4.04032 -1.29307
H 0.64819 -5.05613 2.18792
H -1.49988 -5.66792 3.28564
H -3.67030 -5.10817 2.16227
H -3.66159 -4.01786 -0.09505
H -1.48818 -3.54119 -1.22207
```

Summary:
Kohn-Sham gap (alpha / beta) in eV: 4.76 / 4.96
2S+1: 5
Total charge: +2
Highest occupied orbital energy (alpha / beta) in eV: -10.42 / -14.46
Energy above the lowest of the compared OMol25 structures with the same formula, charge and spin in kcal per mole: 0.0
Strongest force on any atom in eV/A: 5.2
Energy in eV: -46424.926
Molar mass in g mol⁻¹: 601.22

=====

Record 4
ORCA calculation (ωB97M-V with the def2-TZVPD basis set) on a molecular structure, C25H31DyN4OS2 in a non-equilibrium geometry.

```
64
C25H31DyN4OS2 ωB97M-V with the def2-TZVPD basis set
Dy 10.28825 10.38862 8.39558
N 6.37728 14.50093 11.04138
C 6.87441 13.14181 10.55296
C 7.69978 12.39256 11.58142
C 9.23313 12.38096 11.34443
N 9.71963 11.00249 10.85387
C 9.59600 13.53144 10.40087
C 8.94734 13.60378 9.06010
N 9.68014 12.85101 7.98296
C 7.47524 13.12495 9.13472
H 5.82561 14.36112 11.86206
H 5.69664 14.91833 10.35609
H 7.17169 15.13168 11.28650
H 5.90506 12.59902 10.44877
H 7.26705 11.37842 11.54530
H 7.46592 12.68750 12.60845
H 9.77528 12.54965 12.30417
H 9.00198 10.30102 11.15892
H 10.57526 10.71652 11.40999
H 10.67780 13.61828 10.34206
H 9.36998 14.45232 10.97789
H 8.95113 14.65468 8.76174
H 10.48650 13.39585 7.71653
H 9.07773 12.87587 7.15806
H 7.46464 12.13613 8.81677
H 6.80305 13.63820 8.42276
S 14.69296 11.46927 6.57262
C 13.02188 11.78874 6.44291
N 12.19350 10.88520 6.96305
C 12.96260 9.81700 7.46396
C 12.44558 8.65686 8.00797
C 13.27370 7.70194 8.55086
C 14.62772 7.96442 8.66106
C 15.18513 9.05123 8.02571
C 14.34533 9.99123 7.44192
H 12.71259 12.67848 5.87876
H 11.46610 8.27197 7.66933
H 12.87473 6.74388 8.84431
H 15.26953 7.21572 9.12983
H 16.24583 9.18300 7.95828
O 8.25251 10.08887 7.76650
S 7.85388 8.60009 7.43629
C 9.27910 8.12094 6.51077
C 9.88705 9.10565 5.78821
C 11.02690 8.76074 5.05619
C 11.53559 7.47482 5.13462
C 10.85191 6.47981 5.77752
C 9.69225 6.76854 6.46585
C 8.08797 7.86882 9.04635
C 6.94858 7.80602 9.81386
C 7.07278 7.56543 11.19095
C 8.33394 7.58070 11.83932
C 9.47299 7.62425 11.05956
C 9.37520 7.72518 9.66001
H 9.35642 10.03897 5.55398
H 11.45708 9.54136 4.44654
H 12.39724 7.22709 4.52129
H 11.18518 5.44442 5.70887
H 9.09849 5.94109 6.93379
H 5.92780 7.84540 9.41750
H 6.13921 7.45581 11.70936
H 8.34918 7.46567 12.93738
H 10.45579 7.60462 11.47605
H 10.29982 7.69668 9.11623
```

Summary:
Kohn-Sham gap (alpha / beta) in eV: 8.56 / 7.97
2S+1: 6
Total charge: +4
Highest occupied orbital energy (alpha / beta) in eV: -19.92 / -19.92
Energy above the lowest of the compared OMol25 structures with the same formula, charge and spin in kcal per mole: 11.5
Strongest force on any atom in eV/A: 2.2
Energy in eV: -80152.821
Molar mass in g mol⁻¹: 630.18

=====

Record 5
ORCA calculation (ωB97M-V with the def2-TZVPD basis set) on a molecular structure, C25H31N6NaO2S3.

```
68
C25H31N6NaO2S3 ωB97M-V with the def2-TZVPD basis set
Na 0.63406 -0.01796 -1.04302
C 1.97168 -3.24197 -2.01467
C 2.91404 -2.57813 -0.99868
N 2.85663 -1.12893 -1.01289
C 3.69664 -0.39778 -1.93457
C 3.33936 -0.58520 -3.40915
S 1.62164 -0.14866 -3.84291
C 0.91400 -1.72777 -4.39870
C 0.06379 -2.50961 -3.39324
N 0.65886 -2.61051 -2.07781
H 1.90927 -4.30774 -1.76049
H 2.41548 -3.20874 -3.00891
H 3.93096 -2.95843 -1.18299
H 2.61639 -2.89569 -0.00219
H 2.96311 -0.76518 -0.07565
H 4.77001 -0.62840 -1.82667
H 3.59367 0.66311 -1.69065
H 3.52841 -1.60457 -3.74293
H 3.98910 0.06331 -3.99816
H 1.73477 -2.33052 -4.78635
H 0.28656 -1.49186 -5.25972
H -0.13762 -3.48968 -3.85980
H -0.90107 -2.01667 -3.27032
H 0.01524 -3.03123 -1.42219
O 1.44586 1.14967 0.98430
S 0.40645 2.20227 0.97584
O 0.90327 3.55341 1.04904
N -0.48637 1.83577 -0.23849
C -1.53785 2.58979 -0.70153
C -2.05311 3.72809 -0.11654
C -3.14894 4.40768 -0.67950
C -3.73912 3.97704 -1.83110
C -3.23731 2.82138 -2.47340
C -3.78030 2.33262 -3.68090
C -3.24135 1.22664 -4.26531
C -2.15682 0.59488 -3.62771
N -1.62782 0.99807 -2.50100
C -2.14515 2.11478 -1.91544
C -0.54145 1.92342 2.45970
C -0.49966 2.83870 3.49819
C -1.20830 2.57494 4.66382
C -1.95044 1.40884 4.77861
C -1.99276 0.49955 3.72803
C -1.29076 0.75707 2.56143
H -1.59448 4.11992 0.78129
H -3.51737 5.29580 -0.18160
H -4.57694 4.50354 -2.26973
H -4.61752 2.85439 -4.12857
H -3.62393 0.82762 -5.19502
H -1.71577 -0.28339 -4.08536
H 0.08487 3.74095 3.38157
H -1.18392 3.28551 5.47968
H -2.50377 1.21018 5.68691
H -2.57539 -0.40819 3.81093
H -1.31195 0.04983 1.74053
C -0.02113 -3.61346 4.46961
N 0.60019 -2.34297 4.16703
C 1.06577 -1.41643 5.08865
C 1.54067 -0.36991 4.38879
N 1.38165 -0.67227 3.05373
C 0.77815 -1.86902 2.90542
S 0.31458 -2.64344 1.48116
H 0.15663 -3.84922 5.51589
H 0.40635 -4.38805 3.83549
H -1.09325 -3.57106 4.27803
H 1.01200 -1.59278 6.14620
H 1.96955 0.55821 4.71576
H 1.52194 -0.01162 2.27818
```

Summary:
Kohn-Sham gap in eV: 7.50
2S+1: 1
Highest occupied orbital energy in eV: -7.26
Energy above the lowest of the compared OMol25 structures with the same formula, charge and spin in kcal per mole: 0.0
Strongest force on any atom in eV/A: 0.4
Energy in eV: -76388.606
Molar mass in g mol⁻¹: 566.75

=====

Record 6
ORCA calculation (ωB97M-V with the def2-TZVPD basis set) on a molecular structure, C25H32AuCl2N2O2S in a non-equilibrium geometry.

```
65
C25H32AuCl2N2O2S ωB97M-V with the def2-TZVPD basis set
Au -0.18034 -0.29801 1.91978
Cl -0.26664 -0.52941 4.45918
C -0.05774 -2.29271 4.52088
Cl -0.15534 -2.92001 2.87818
H -0.84634 -2.72721 5.13758
H 0.92746 -2.52651 4.92608
N 2.21616 -0.22371 1.47838
C 2.89146 0.96169 1.73568
C 3.96476 1.00409 2.64498
C 4.66576 2.17639 2.82408
C 4.27406 3.33269 2.14588
C 3.16956 3.31189 1.28708
C 2.48246 2.13989 1.07998
H 2.66726 -1.04371 1.86848
H 1.95526 -0.35821 0.50308
H 4.27456 0.10729 3.15958
H 5.52196 2.19939 3.48088
H 4.81546 4.25219 2.29278
H 2.84956 4.22119 0.80278
H 1.63376 2.09469 0.41128
O 0.15516 -0.58381 -0.33532
S -0.96954 -0.37031 -1.30472
C -1.52324 -2.08391 -1.81992
C -0.49274 -2.96091 -2.42382
C 0.34676 -3.73331 -1.60472
C 1.22236 -4.63941 -2.16242
C 1.30596 -4.76411 -3.55262
C 0.47936 -3.99621 -4.37822
C -0.40244 -3.09451 -3.81982
C -0.05184 0.11529 -2.86582
C 0.69876 1.38189 -2.71522
C 2.09986 1.35489 -2.65642
C 2.81796 2.53199 -2.62352
C 2.14476 3.75469 -2.61462
C 0.75046 3.79139 -2.65192
C 0.03066 2.61659 -2.69682
H -2.34604 -1.88911 -2.50782
H -1.91294 -2.51931 -0.89802
H 0.27276 -3.63491 -0.53172
H 1.84216 -5.25731 -1.53082
H 2.01526 -5.45261 -3.98872
H 0.51886 -4.12001 -5.45052
H -1.06714 -2.53061 -4.45682
H -0.83724 0.20769 -3.61432
H 0.61346 -0.71371 -3.09392
H 2.61416 0.40529 -2.68442
H 3.89676 2.51739 -2.62062
H 2.70406 4.67669 -2.58692
H 0.24436 4.74369 -2.66022
H -1.04814 2.64439 -2.74242
C -4.36964 -1.30291 1.87198
N -4.28744 0.12689 2.03038
C -5.44114 0.77879 2.59838
C -3.21614 0.80099 1.62038
C -3.22814 2.28839 1.74828
O -2.24024 0.18509 1.10078
H -5.14674 -1.55991 1.14818
H -4.63104 -1.76801 2.82208
H -3.41574 -1.69561 1.52438
H -6.19454 0.03659 2.84828
H -5.87424 1.49559 1.89948
H -5.17424 1.32209 3.50578
H -3.95784 2.72209 1.06018
H -2.24554 2.68539 1.50438
H -3.50324 2.60459 2.75398
```

Summary:
Kohn-Sham gap (alpha / beta) in eV: 3.23 / 2.67
2S+1: 1
Total charge: +3
Highest occupied orbital energy (alpha / beta) in eV: -16.31 / -16.07
Strongest force on any atom in eV/A: 2.5
Energy in eV: -73062.361
Molar mass in g mol⁻¹: 692.48